# C3H8Br2Si

C3H8Br2Si as an isolated structure (ωB97M-V/def2-TZVPD, the OMol25 dataset).

Properties
Spin multiplicity ... 1
ΔE to the lowest compared entry with this formula, charge and spin ... 42.98 kcal/mol
Frontier orbital gap ... 8.098 eV

Atoms and positions in Å:
Br (-2.743, 2.416, 0.521)
H (-0.087, -1.390, 0.733)
C (-0.282, -0.340, 1.068)
H (-1.347, -0.149, 1.180)
H (-1.206, 0.615, -1.666)
H (0.566, 3.179, 1.649)
H (0.284, -0.167, 2.027)
H (0.486, 0.565, -2.285)
Si (0.274, 2.400, 0.320)
H (-0.232, -0.920, -1.409)
C (0.349, 0.498, -0.127)
H (1.403, 0.044, -0.134)
C (-0.165, 0.187, -1.429)
Br (1.466, 3.575, -1.120)